Entry 1:
{"formula": "C18H44N8O32S7", "method": "ωB97M-V/def2-TZVPD", "species": ["C", "O", "N", "N", "H", "H", "H", "H", "C", "O", "N", "N", "H", "H", "H", "H", "C", "O", "N", "N", "H", "H", "H", "H", "C", "O", "N", "N", "H", "H", "H", "H", "C", "C", "O", "S", "O", "O", "O", "H", "H", "H", "H", "C", "C", "O", "S", "O", "O", "O", "H", "H", "H", "H", "C", "C", "O", "S", "O", "O", "O", "H", "H", "H", "H", "C", "C", "O", "S", "O", "O", "O", "H", "H", "H", "H", "C", "C", "O", "S", "O", "O", "O", "H", "H", "H", "H", "C", "C", "O", "S", "O", "O", "O", "H", "H", "H", "H", "C", "C", "O", "S", "O", "O", "O", "H", "H", "H", "H"], "xyz": [[-0.6044, -2.2142, -4.9559], [-0.9705, -3.3413, -4.5613], [0.6612, -1.9474, -5.3161], [-1.3663, -1.1346, -5.0864], [1.3545, -2.6639, -5.4781], [0.9204, -1.0117, -5.5943], [-0.8724, -0.3116, -5.4008], [-2.3401, -1.2004, -4.8266], [0.0863, 0.2470, -0.8520], [0.1761, 1.3368, -0.3341], [-0.4958, -0.0312, -1.9566], [0.6333, -0.8117, -0.2886], [-0.6005, -0.9877, -2.2635], [-1.0777, 0.6476, -2.4264], [0.9608, -1.6539, -0.7396], [0.9875, -0.6460, 0.6426], [3.2056, -0.0037, 2.6352], [2.5969, -0.5189, 1.7788], [2.8338, 1.0670, 3.2711], [4.2197, -0.6145, 3.1243], [3.4311, 1.3330, 4.0409], [1.8756, 1.3293, 3.0890], [4.4892, -1.5613, 2.8985], [4.8188, -0.0760, 3.7335], [3.7407, -3.0633, -0.7000], [2.8828, -2.7165, -1.4890], [4.4294, -4.1694, -0.8287], [4.1246, -2.4135, 0.3528], [4.3789, -4.6499, -1.7157], [5.1474, -4.4464, -0.1746], [4.9648, -2.8123, 0.7465], [3.5728, -1.6504, 0.7180], [0.6312, 3.8405, -4.6955], [-0.4341, 3.3632, -3.7237], [-1.4068, 4.4187, -3.8171], [-1.0168, 5.7545, -4.7270], [-1.0141, 7.0060, -3.9806], [-1.6960, 5.6575, -6.0428], [0.5920, 5.2331, -4.8425], [0.5040, 3.3237, -5.6467], [1.5610, 3.4144, -4.3188], [-0.1220, 3.2412, -2.6865], [-0.8542, 2.4017, -4.0189], [1.8361, -4.2051, 2.1622], [1.1548, -4.5931, 0.8688], [0.0311, -5.3398, 1.2542], [0.1733, -6.0372, 2.7646], [1.0644, -7.2059, 2.6457], [-1.0958, -6.1506, 3.4588], [1.0949, -4.7914, 3.2155], [1.9370, -3.1295, 2.3067], [2.8662, -4.5607, 2.1392], [1.7634, -5.2085, 0.2062], [0.7542, -3.6968, 0.3953], [-1.2270, 2.1876, 2.3532], [-2.3990, 2.1304, 3.3890], [-2.0226, 3.1456, 4.4317], [-0.5858, 3.8840, 4.0516], [0.2302, 3.9737, 5.3061], [-0.8678, 5.1112, 3.3013], [-0.1207, 2.6187, 3.0830], [-1.5283, 2.9137, 1.5981], [-0.8596, 1.2158, 2.0235], [-2.4529, 1.0990, 3.7372], [-3.3922, 2.3501, 2.9973], [-3.3729, -2.4248, -0.3622], [-2.2230, -2.6893, 0.6520], [-2.3541, -1.6383, 1.6438], [-3.7044, -0.6224, 1.4019], [-3.2740, 0.4446, 0.4769], [-4.4154, -0.2986, 2.6510], [-4.4270, -1.8430, 0.4788], [-3.7934, -3.2723, -0.9035], [-3.1756, -1.6654, -1.1188], [-1.1878, -2.6060, 0.3211], [-2.3475, -3.6208, 1.2042], [-0.0485, -1.7573, 4.2595], [1.2566, -1.9625, 4.9790], [1.0626, -1.4133, 6.2390], [-0.2214, -0.3793, 6.2969], [0.2029, 0.9037, 5.7192], [-0.9375, -0.4176, 7.5720], [-1.0142, -1.2811, 5.1122], [-0.3301, -2.7649, 3.9540], [0.0169, -1.0962, 3.3954], [2.0540, -1.5328, 4.3727], [1.4972, -2.9960, 5.2281], [-5.3890, 1.6875, -4.9398], [-4.0417, 1.8262, -4.2124], [-3.7834, 0.6891, -3.4071], [-5.1475, -0.2657, -3.3212], [-6.0347, 0.2653, -2.2817], [-4.7986, -1.6879, -3.2661], [-5.5798, 0.2818, -4.7809], [-5.4260, 2.0899, -5.9521], [-6.1465, 2.2546, -4.3987], [-3.7949, 2.7095, -3.6234], [-3.2913, 1.8168, -5.0029], [3.3347, 2.5969, 0.1723], [2.3962, 3.4709, 0.9169], [2.5162, 4.8357, 0.5221], [3.2388, 4.9086, -0.9456], [4.1783, 6.0892, -1.0244], [2.3130, 4.6178, -2.0319], [4.0593, 3.4551, -0.6238], [2.8082, 1.7854, -0.3301], [4.0758, 2.2081, 0.8707], [2.6164, 3.5209, 1.9833], [1.3708, 3.1039, 0.8720]], "mulliken_charge": [0.80, -0.69, -0.37, -0.21, 0.22, 0.09, 0.06, 0.08, 0.40, -0.38, 0.20, 0.60, -0.02, -0.26, 0.02, -0.67, 0.28, -0.24, -0.19, -0.33, 0.18, -0.22, 0.21, 0.16, 0.64, -0.72, -0.41, -0.17, 0.28, 0.13, 0.18, 0.06, -0.48, 0.76, -0.31, 1.09, -0.50, -0.56, -0.37, 0.40, 0.39, 0.03, -0.43, 0.64, 0.38, -0.42, 1.15, -0.58, -0.51, -0.33, -0.43, 0.29, 0.30, -0.29, 0.29, -0.22, -0.42, 1.23, -0.57, -0.58, -0.15, 0.28, -0.43, 0.24, 0.32, -0.02, 0.86, -0.14, 1.13, -0.46, -0.59, -0.46, 0.38, -0.17, -0.76, 0.26, 0.44, 0.55, -0.47, 0.90, -0.35, -0.57, -0.45, 0.12, -0.23, -0.10, 0.18, -0.36, -0.28, -0.09, 1.05, -0.53, -0.53, -0.35, 0.33, 0.31, 0.34, 0.19, 0.40, 0.34, -0.42, 0.86, -0.57, -0.32, -0.51, 0.09, 0.10, 0.19, -0.24], "orbital_gap_ev": 9.70, "e_lumo_ev": -0.5668, "homo_energy_ev": -10.266, "smiles": "O=S1(=O)OCCO1.O=S1(=O)OCCO1.O=S1(=O)OCCO1.O=S1(=O)OCCO1.O=S1(=O)OCCO1.O=S1(=O)OCCO1.O=S1(=O)OCCO1.NC(N)=O.NC(N)=O.NC(N)=O.NC(N)=O", "charge": 0, "de_lowest_kcal_mol": 0.0}

Entry 2:
{"formula": "C18H45BeN3O6", "method": "ωB97M-V/def2-TZVPD", "species": ["Be", "C", "O", "C", "C", "N", "C", "C", "O", "C", "H", "H", "H", "H", "H", "H", "H", "H", "H", "H", "H", "H", "H", "H", "H", "C", "O", "C", "C", "N", "C", "C", "O", "C", "H", "H", "H", "H", "H", "H", "H", "H", "H", "H", "H", "H", "H", "H", "H", "C", "O", "C", "C", "N", "C", "C", "O", "C", "H", "H", "H", "H", "H", "H", "H", "H", "H", "H", "H", "H", "H", "H", "H"], "xyz": [[-0.0724, 0.3570, -0.4543], [0.9093, -3.7793, 4.1982], [0.4730, -3.0045, 3.0718], [0.1412, -3.8381, 2.0241], [-0.2659, -3.0225, 0.8160], [0.6873, -1.8587, 0.6740], [1.9214, -2.3045, 0.1261], [2.8754, -1.1599, 0.1049], [2.3181, -0.0220, -0.6644], [3.1340, 1.0959, -0.5765], [0.4891, -4.7675, 4.3854], [0.6468, -3.2870, 5.1346], [1.9696, -4.0308, 4.2229], [-0.7986, -4.3363, 2.2621], [0.9527, -4.5070, 1.7374], [-1.2797, -2.6638, 0.9939], [-0.2276, -3.6788, -0.0535], [0.8361, -1.7424, 1.6662], [1.7855, -2.7859, -0.8423], [2.3327, -3.0609, 0.7945], [3.6919, -1.5625, -0.4945], [3.1928, -0.7739, 1.0736], [2.6815, 1.8994, -1.1576], [4.1625, 0.9028, -0.8815], [2.9857, 1.5379, 0.4087], [-2.0984, -0.2484, 2.4876], [-2.0106, -0.1595, 1.0468], [-3.2119, 0.3456, 0.5561], [-3.3642, 0.1018, -0.9497], [-2.3593, 0.8380, -1.7913], [-2.1180, 0.1454, -3.0814], [-1.4224, -1.2113, -2.9331], [-0.0596, -0.9526, -2.4175], [0.8185, -1.7682, -3.0585], [-2.5479, 0.6787, 2.8435], [-1.0934, -0.4564, 2.8547], [-2.7112, -1.1369, 2.6397], [-3.3132, 1.3994, 0.8157], [-4.0931, -0.1401, 0.9752], [-4.2890, 0.4764, -1.3885], [-3.3265, -0.9843, -1.0336], [-2.8130, 1.6855, -2.1009], [-1.3791, 0.7594, -3.5963], [-3.0220, 0.1168, -3.6898], [-1.4906, -1.7566, -3.8744], [-1.8471, -1.7812, -2.1067], [0.7493, -1.6257, -4.1370], [0.8808, -2.8248, -2.7983], [1.7737, -1.3037, -2.8139], [1.6958, 0.7806, 3.1229], [0.6014, 1.2998, 2.3095], [0.2724, 2.6756, 2.5259], [-0.6480, 3.0669, 1.3746], [0.0464, 2.8763, 0.0486], [-0.7370, 3.4750, -0.9775], [0.0502, 3.4132, -2.3624], [0.5647, 2.0602, -2.4584], [0.9381, 1.7590, -3.8313], [2.1004, -0.0171, 2.4999], [1.3281, 0.3719, 4.0641], [2.5111, 1.4628, 3.3636], [1.0926, 3.3915, 2.4715], [-0.2186, 2.7959, 3.4916], [-0.8748, 4.1273, 1.4852], [-1.6452, 2.6415, 1.4879], [0.8635, 3.4412, 0.2311], [-0.6771, 4.4991, -0.6090], [-1.7355, 3.0502, -1.0808], [0.7333, 4.2625, -2.3622], [-0.5905, 3.5192, -3.2378], [1.0000, 0.6943, -4.0563], [1.8662, 2.3132, -3.9713], [0.2684, 2.2354, -4.5474]], "mulliken_spin": [0.84, 0.00, 0.00, 0.01, 0.03, -0.03, 0.02, 0.00, -0.07, 0.01, 0.00, 0.00, 0.00, 0.00, 0.00, -0.01, -0.01, 0.02, -0.01, 0.00, 0.00, 0.00, 0.00, 0.00, -0.01, 0.01, 0.02, -0.01, 0.01, 0.08, -0.04, 0.03, -0.07, 0.01, 0.00, 0.00, 0.01, -0.01, 0.01, 0.00, 0.00, 0.00, 0.00, 0.00, 0.01, -0.02, 0.00, 0.00, -0.01, 0.02, -0.01, 0.00, -0.02, 0.25, -0.02, -0.01, -0.02, 0.01, -0.01, 0.00, 0.00, 0.00, 0.00, 0.00, -0.03, -0.02, 0.01, 0.01, 0.00, 0.00, -0.01, 0.00, 0.00], "orbital_gap_ev": [5.32, 10.23], "multiplicity": 2, "e_lumo_ev": [-1.6007, -1.6124], "homo_energy_ev": [-6.917, -11.842], "s_squared": 0.751, "charge": 1}

charge of number 2 (C18H45BeN3O6)? +1

Look up the charge of the second one. +1